No. 1
The following is a DFT calculation (ωB97M-V/def2-TZVPD) of a 2-piece molecular cluster, C3H10N2O2 overall in a non-equilibrium geometry.

Each line ends with the Löwdin charge.
Atoms and positions in Å:
1 C 1.814 -1.167 0.335  -0.08
2 C 1.038 -0.533 -0.803  -0.25
3 N 0.108 0.437 -0.287  0.05
4 C -1.119 0.863 -0.648  -0.58
5 N -1.762 0.086 -1.618  0.15
6 O -1.812 1.581 0.076  0.01
7 H 2.630 -1.712 -0.157  0.07
8 H 1.263 -1.820 1.009  0.08
9 H 2.330 -0.484 1.023  0.08
10 H 1.698 -0.073 -1.552  0.11
11 H 0.448 -1.198 -1.462  0.11
12 H 0.416 0.872 0.579  0.12
13 H -2.767 0.126 -1.531  0.10
14 H -1.355 -0.160 -2.494  0.08
15 O -0.641 1.202 2.450  -0.07
16 H -0.962 0.975 3.310  0.02
17 H -1.326 1.006 1.771  0.02

Computed properties:
Relative energy (zero: lowest compared OMol25 entry of this formula, charge and spin) ... 0.641 eV
Gap between HOMO and LUMO ... 10.299 eV
SMILES ... CCNC(N)=O.O

=====

No. 2
The following is a DFT calculation (ωB97M-V/def2-TZVPD) of C3H10N2O2 as an isolated structure in a non-equilibrium geometry.

Each line ends with the Löwdin charge.
Atoms and positions in Å:
1 C 2.643 -0.397 -0.128  -0.21
2 C 0.731 0.068 0.318  -0.20
3 N 0.271 0.447 -0.970  -0.04
4 O 3.072 -1.598 0.394  -0.10
5 H 2.686 -2.326 -0.110  0.09
6 H -0.312 -0.262 -1.396  0.08
7 H 0.249 1.452 -1.089  0.08
8 H 2.721 -0.374 -1.217  0.07
9 H 3.195 0.428 0.306  0.07
10 H 0.565 -0.967 0.591  0.09
11 H 1.133 0.820 0.984  0.09
12 C -3.647 0.546 -0.058  -0.10
13 O -1.326 0.574 0.908  -0.19
14 N -2.951 -0.087 0.754  0.07
15 H -1.012 -0.049 1.582  0.04
16 H -3.320 1.425 -0.632  0.08
17 H -4.697 0.301 -0.237  0.08

Computed properties:
Relative energy (zero: lowest compared OMol25 entry of this formula, charge and spin) ... 7.709 eV
Gap between HOMO and LUMO ... 7.447 eV

=====

No. 3
The following is a DFT calculation (ωB97M-V/def2-TZVPD) of a 2-piece molecular cluster, C3H10N2O2 overall in a non-equilibrium geometry.

Each line ends with the Löwdin charge.
Atoms and positions in Å:
1 C 0.093 -1.990 -0.640  -0.10
2 C 0.959 -0.812 -0.208  -0.30
3 N 1.095 0.152 -1.353  0.04
4 C -0.176 -0.129 0.748  -0.49
5 N 0.202 0.245 1.987  0.13
6 O -1.102 0.401 0.125  -0.01
7 H -0.739 -1.776 -1.296  0.07
8 H -0.443 -2.553 0.069  0.05
9 H 0.777 -2.828 -1.107  0.12
10 H 1.834 -1.134 0.350  0.12
11 H 1.184 1.110 -0.940  0.09
12 H 0.355 0.243 -2.022  0.06
13 H -0.376 0.875 2.649  0.16
14 H 1.065 -0.177 2.523  0.16
15 O -1.775 2.982 -0.086  0.00
16 H -1.365 3.319 -0.796  -0.04
17 H -1.587 2.071 -0.002  -0.05

Computed properties:
Relative energy (zero: lowest compared OMol25 entry of this formula, charge and spin) ... 2.206 eV
Gap between HOMO and LUMO ... 9.968 eV
SMILES ... C[C@@H](N)C(N)=O.O

=====

No. 4
The following is a DFT calculation (ωB97M-V/def2-TZVPD) of a 2-piece molecular cluster, C3H10N2O2 overall in a non-equilibrium geometry.

Each line ends with the Löwdin charge.
Atoms and positions in Å:
1 N -2.948 -0.685 -0.230  0.11
2 C -1.509 -0.880 0.247  0.09
3 C -0.625 0.137 -0.339  -0.42
4 N 0.828 -0.029 -0.610  0.00
5 C 1.515 -0.863 0.479  -0.08
6 O -0.842 1.539 0.134  -0.01
7 H -3.282 -1.572 -0.688  0.13
8 H -2.801 0.000 -0.907  0.03
9 H -1.016 0.369 -1.374  0.14
10 H -1.586 -0.972 1.307  0.11
11 H 1.364 0.839 -0.859  0.09
12 H 0.933 -1.738 0.671  0.05
13 H 2.497 -1.083 0.353  0.03
14 H 1.448 -0.214 1.438  0.11
15 H -0.029 1.724 0.635  0.08
16 H 3.397 1.626 -0.423  -0.09
17 O 2.656 1.801 0.165  -0.36

Computed properties:
Relative energy (zero: lowest compared OMol25 entry of this formula, charge and spin) ... 9.251 eV
Gap between HOMO and LUMO ... 3.794 eV

=====

No. 5
The following is a DFT calculation (ωB97M-V/def2-TZVPD) of a 2-piece molecular cluster, C3H10N2O2 overall in a non-equilibrium geometry.

Each line ends with the Mulliken spin population.
Atoms and positions in Å:
1 O 3.088 1.386 0.590  0.00
2 C 2.342 0.708 1.221  0.00
3 C 0.898 0.391 0.738  0.00
4 N 0.756 0.589 -0.692  0.03
5 H 2.569 0.327 2.232  0.00
6 H 0.792 -0.665 0.991  0.00
7 H 0.367 1.128 1.347  0.00
8 H -0.532 0.245 -0.049  -0.01
9 H 0.977 1.565 -0.879  0.00
10 H 1.451 0.053 -1.203  0.00
11 N -2.986 -1.795 -0.761  0.29
12 C -1.867 -0.959 -0.987  0.01
13 O -1.634 -0.055 0.021  0.58
14 H -3.871 -1.302 -0.842  0.00
15 H -2.934 -2.252 0.145  -0.01
16 H -0.960 -1.599 -1.081  0.06
17 H -1.941 -0.450 -1.961  0.05

Computed properties:
Charge ... +1
Relative energy (zero: lowest compared OMol25 entry of this formula, charge and spin) ... 3.342 eV
⟨S²⟩ ... 0.756
Gap between HOMO and LUMO (spin up / spin down) ... 10.870 / 5.222 eV
Multiplicity ... 2

=====

No. 6
The following is a DFT calculation (ωB97M-V/def2-TZVPD) of a 2-piece molecular cluster, C3H10N2O2 overall in a non-equilibrium geometry.

Each line ends with the Mulliken spin population.
Atoms and positions in Å:
1 N 1.135 -2.214 -0.391  0.17
2 C 1.711 -1.784 0.884  0.00
3 C 1.149 -0.495 1.406  -0.06
4 N 1.084 0.567 0.434  0.66
5 C 0.275 1.721 0.587  0.01
6 O 0.739 -0.248 2.497  0.17
7 H 1.711 -1.914 -1.167  -0.01
8 H 0.217 -1.821 -0.570  -0.01
9 H 1.567 -2.536 1.655  0.01
10 H 2.794 -1.693 0.781  0.00
11 H 1.630 0.464 -0.415  -0.03
12 H 0.482 2.465 -0.186  0.00
13 H -0.770 1.422 0.529  0.06
14 H 0.402 2.197 1.559  0.04
15 H -4.647 1.825 -1.935  0.00
16 H -4.988 0.608 -2.868  0.00
17 O -4.490 1.438 -2.800  0.00

Computed properties:
Charge ... +1
Relative energy (zero: lowest compared OMol25 entry of this formula, charge and spin) ... 1.840 eV
⟨S²⟩ ... 0.764
Gap between HOMO and LUMO (spin up / spin down) ... 9.992 / 4.800 eV
Multiplicity ... 2

=====

No. 7
The following is a DFT calculation (ωB97M-V/def2-TZVPD) of a 2-piece molecular cluster, C3H10N2O2S overall in a non-equilibrium geometry.

Each line ends with the Löwdin charge.
Atoms and positions in Å:
1 N -0.768 1.864 0.198  0.18
2 C -0.013 0.820 -0.150  -0.49
3 O 1.162 0.871 -0.485  0.03
4 C -0.679 -0.583 0.022  -0.40
5 N -1.931 -0.509 -0.762  0.05
6 C 0.324 -1.673 -0.315  -0.55
7 S -0.453 -3.271 -0.069  0.73
8 H -1.753 1.732 0.302  0.10
9 H -0.404 2.786 0.371  0.12
10 H -0.953 -0.639 1.079  0.14
11 H -1.843 -0.967 -1.658  0.08
12 H -2.630 -1.039 -0.295  0.05
13 H 1.251 -1.310 0.116  0.09
14 H 0.576 -1.587 -1.369  0.07
15 H 0.557 -3.971 0.466  -0.15
16 O 2.561 2.813 1.036  -0.07
17 H 1.975 2.667 0.289  -0.01
18 H 3.022 1.998 1.222  0.02

Computed properties:
Relative energy (zero: lowest compared OMol25 entry of this formula, charge and spin) ... 0.883 eV
Gap between HOMO and LUMO ... 9.960 eV
SMILES ... NC(=O)[C@@H](N)CS.O

=====

No. 8
The following is a DFT calculation (ωB97M-V/def2-TZVPD) of a 2-piece molecular cluster, C3H10N2O3 overall.

Each line ends with the Löwdin charge.
Atoms and positions in Å:
1 N 0.939 -0.969 1.902  0.16
2 C 0.254 -0.340 0.912  -0.51
3 O 0.355 0.847 0.688  0.05
4 C -0.692 -1.253 0.111  -0.15
5 N -1.585 -0.506 -0.710  -0.05
6 C -1.230 0.123 -1.955  -0.31
7 O -1.442 1.505 -1.945  -0.05
8 H 1.315 -0.410 2.654  0.11
9 H 0.602 -1.871 2.201  0.10
10 H -1.295 -1.900 0.748  0.12
11 H -0.019 -1.903 -0.460  0.13
12 H -2.541 -0.463 -0.430  0.12
13 H -1.822 -0.298 -2.762  0.11
14 H -0.192 -0.140 -2.189  0.13
15 H -0.845 1.859 -1.261  0.08
16 O 3.039 1.855 1.114  -0.08
17 H 3.015 1.654 0.171  0.03
18 H 2.145 2.211 1.213  0.02

Computed properties:
Relative energy (zero: lowest compared OMol25 entry of this formula, charge and spin) ... 0.733 eV
Gap between HOMO and LUMO ... 9.492 eV
SMILES ... NC(=O)CNCO.O

=====

No. 9
The following is a DFT calculation (ωB97M-V/def2-TZVPD) of a 2-piece molecular cluster, C3H10N2O3 overall in a non-equilibrium geometry.

Each line ends with the Löwdin charge.
Atoms and positions in Å:
1 N 1.492 -1.107 -1.421  0.19
2 C 0.331 -0.903 -0.767  -0.49
3 O -0.706 -0.889 -1.434  0.00
4 C 0.282 -0.363 0.644  -0.23
5 N 1.594 -0.508 1.314  0.03
6 C 0.143 1.240 0.386  -0.18
7 O -0.663 1.748 1.411  -0.06
8 H 1.373 -1.384 -2.381  0.12
9 H 2.397 -1.316 -1.036  0.10
10 H -0.530 -0.749 1.257  0.15
11 H 2.008 -1.410 1.136  0.06
12 H 1.525 -0.281 2.293  0.08
13 H -0.379 1.386 -0.552  0.10
14 H 1.122 1.693 0.518  0.12
15 H -1.557 1.434 1.395  0.06
16 O -2.798 0.599 -0.532  -0.08
17 H -2.101 0.157 -1.076  0.00
18 H -3.533 0.653 -1.155  0.04

Computed properties:
Relative energy (zero: lowest compared OMol25 entry of this formula, charge and spin) ... 0.851 eV
Gap between HOMO and LUMO ... 10.135 eV
SMILES ... NC(=O)[C@@H](N)CO.O

=====

No. 10
The following is a DFT calculation (ωB97M-V/def2-TZVPD) of a 4-piece molecular cluster, C3H10N2O3 overall in a non-equilibrium geometry.

Each line ends with the Mulliken spin population.
Atoms and positions in Å:
1 H 0.310 -0.406 0.661  0.01
2 O 1.048 -0.382 1.773  0.00
3 N -0.471 -0.261 -0.211  -0.08
4 H 0.811 -1.112 2.260  0.00
5 C -0.385 -0.697 -1.535  0.36
6 C -1.130 0.895 -0.222  0.27
7 C -1.132 0.155 -2.364  0.37
8 N -1.705 1.090 -1.522  0.01
9 H -2.305 1.903 -1.783  0.00
10 H -1.660 1.529 0.456  0.02
11 H -1.021 0.174 -3.443  0.00
12 H 0.254 -1.598 -1.712  0.01
13 O 0.397 2.086 1.858  0.02
14 H 0.673 1.116 2.124  0.00
15 H 0.828 2.547 2.480  0.00
16 O 1.601 -2.537 0.100  0.00
17 H 1.387 -1.738 0.658  0.00
18 H 2.499 -2.764 0.421  0.00

Computed properties:
Charge ... +1
Relative energy (zero: lowest compared OMol25 entry of this formula, charge and spin) ... 2.819 eV
⟨S²⟩ ... 0.762
Gap between HOMO and LUMO (spin up / spin down) ... 8.340 / 4.154 eV
Multiplicity ... 2

=====

No. 11
The following is a DFT calculation (ωB97M-V/def2-TZVPD) of a 2-piece molecular cluster, C3H10N2OP overall in a non-equilibrium geometry.

Each line ends with the Löwdin charge.
Atoms and positions in Å:
1 C 0.432 2.837 -0.960  -0.02
2 C 0.641 0.056 1.530  -0.12
3 C 0.403 -2.176 -0.696  -0.13
4 N -1.205 0.171 -0.625  -0.08
5 N 0.915 3.872 -1.076  0.10
6 O -1.623 -1.570 0.982  -0.15
7 P -0.351 -0.900 0.321  0.70
8 H -1.894 -0.135 -1.282  0.07
9 H -0.083 0.838 1.732  0.07
10 H 1.069 -0.764 2.153  0.09
11 H 1.482 0.446 0.984  0.05
12 H 0.544 -3.128 -0.155  0.08
13 H -0.195 -2.278 -1.526  0.03
14 H 1.497 -1.951 -0.866  0.10
15 H -0.835 1.139 -0.910  -0.01
16 H 1.111 4.803 -1.470  0.12
17 H -1.908 -1.259 1.862  0.12

Computed properties:
Charge ... +1
Relative energy (zero: lowest compared OMol25 entry of this formula, charge and spin) ... 1.823 eV
Gap between HOMO and LUMO ... 11.773 eV

=====

No. 12
The following is a DFT calculation (ωB97M-V/def2-TZVPD) of a single C3H10N2P2 molecule in a non-equilibrium geometry.

Each line ends with the Löwdin charge.
Atoms and positions in Å:
1 C 2.013 -0.643 -1.513  -0.16
2 N 0.653 -0.155 -1.651  -0.13
3 N 0.035 -0.115 -0.415  -0.48
4 C -1.123 0.595 -0.335  -0.50
5 C -2.256 -0.110 0.231  -0.15
6 P 0.574 1.087 0.765  0.71
7 P -0.105 0.071 2.622  0.52
8 H 2.311 -1.068 -2.470  0.07
9 H 2.854 -0.021 -1.100  0.07
10 H 2.135 -1.378 -0.764  0.05
11 H 0.724 0.764 -2.092  0.10
12 H -1.403 1.396 -1.037  0.11
13 H -2.936 0.441 0.975  0.11
14 H -1.890 -0.903 0.810  0.01
15 H -2.819 -0.338 -0.624  0.06
16 H 0.318 1.107 3.348  -0.23
17 H 0.915 -0.732 3.250  -0.16

Computed properties:
Relative energy (zero: lowest compared OMol25 entry of this formula, charge and spin) ... 1.953 eV
Gap between HOMO and LUMO ... 8.878 eV
SMILES ... CNN1[C@@H](C)P1#[PH2]